C69H151N10O8P | the ωB97M-V functional and the def2-TZVPD basis

Last columns: bonded neighbours and bond lengths (Å).
Geometry (Å):
1 P -0.10802 -0.37337 0.76123  O9 1.471, N11 1.668, N14 1.681, N16 1.684
2 O -5.70982 3.80497 -5.72544  N17 1.414, H119 0.971
3 O 3.27507 7.00739 -0.75131  N12 1.420, H201 0.965
4 O -6.08432 0.69560 8.17541  N10 1.418, H190 0.963
5 O 4.08114 -7.87491 0.26102  N15 1.406, H126 0.974
6 O -0.27584 -5.11459 -5.83479  N19 1.399, H188 0.971
7 O -6.69706 1.96425 -1.03094  N18 1.416, H238 0.963
8 O 7.30520 0.98141 1.81326  N13 1.414, H123 0.963
9 O -0.24347 -1.72586 0.19916  P1 1.471
10 N -4.90238 0.37363 7.46127  O4 1.418, C39 1.481, C57 1.462
11 N 1.39531 0.32740 0.94035  P1 1.668, C23 1.467, C38 1.476
12 N 3.78736 6.22324 -1.81837  O3 1.420, C25 1.450, C30 1.469
13 N 7.67594 -0.33520 1.45427  O8 1.414, C49 1.455, C62 1.479
14 N -0.84711 0.80017 -0.18921  P1 1.681, C29 1.467, C84 1.473
15 N 3.34169 -6.67957 0.22335  O5 1.406, C21 1.460, C56 1.493
16 N -0.75820 -0.24147 2.30888  P1 1.684, C60 1.436, C64 1.450
17 N -4.33940 3.56750 -5.47228  O2 1.414, C43 1.458, C70 1.460
18 N -7.22330 2.26560 0.24857  O7 1.416, C46 1.432, C55 1.488
19 N 0.54086 -4.25657 -5.08963  O6 1.399, C45 1.455, C65 1.454
20 C 1.23439 -7.80999 -0.31234  C21 1.575, H90 1.086, H194 1.090, H221 1.086
21 C 1.95865 -6.81493 0.67051  N15 1.460, C20 1.575, C75 1.538, C83 1.538
22 C -4.17831 1.98914 -7.32087  C43 1.512, H149 1.093, H196 1.090, H214 1.086
23 C 1.60220 1.77360 1.07048  N11 1.467, H124 1.086, H127 1.093, H227 1.093
24 C 5.90391 -1.26696 3.01039  C62 1.548, H136 1.092, H151 1.095, H166 1.088
25 C 2.77447 5.67771 -2.70053  N12 1.450, C63 1.561, C80 1.516, C88 1.530
26 C 8.22069 -0.75185 3.76703  C62 1.540, H89 1.093, H108 1.094, H212 1.089
27 C -7.87860 1.56150 2.53149  C55 1.555, C66 1.511, H140 1.093, H161 1.092
28 C -4.59736 1.07534 -5.01640  C43 1.561, H141 1.095, H165 1.095, H185 1.095
29 C -2.29679 0.95557 -0.02795  N14 1.467, H93 1.093, H115 1.090, H233 1.096
30 C 4.98051 5.45200 -1.44677  N12 1.469, C59 1.546, C67 1.541, C85 1.541
31 C -3.56992 1.67999 9.01180  C57 1.548, H94 1.094, H223 1.093, H234 1.092
32 C -6.22852 0.03059 5.43386  C39 1.538, H99 1.091, H131 1.088, H239 1.095
33 C 7.56889 -3.15820 0.93074  C44 1.510, C82 1.509, H169 1.092, H226 1.100
34 C -5.73050 0.63949 1.48614  C55 1.537, H111 1.088, H158 1.092, H171 1.092
35 C 4.98810 -5.63648 1.84352  C56 1.568, H103 1.089, H174 1.088, H220 1.092
36 C 4.61005 4.16753 -3.67568  C85 1.537, C88 1.489, H150 1.095, H204 1.093
37 C 2.71556 -3.75491 -4.00116  C45 1.507, C78 1.525, H129 1.094, H208 1.098
38 C 2.58235 -0.54348 1.04485  N11 1.476, H163 1.089, H200 1.092, H217 1.092
39 C -5.15699 -0.57738 6.35516  N10 1.481, C32 1.538, C50 1.533, C54 1.507
40 C 5.16594 -5.47479 -0.71029  C56 1.496, H153 1.093, H183 1.094, H231 1.093
41 C -2.46776 0.14904 7.42778  C57 1.538, C81 1.553, H105 1.089, H147 1.093
42 C -3.74537 -0.77237 9.42277  C57 1.547, H98 1.093, H191 1.087, H195 1.088
43 C -3.93370 2.21783 -5.84688  N17 1.458, C22 1.512, C28 1.561, C52 1.557
44 C 7.86642 -2.70261 2.33913  C33 1.510, C62 1.539, H146 1.093, H210 1.095
45 C 1.87033 -4.74568 -4.75904  N19 1.455, C37 1.507, C69 1.555, C77 1.559
46 C -6.95991 3.61397 0.65191  N18 1.432, C53 1.528, C68 1.529, C73 1.546
47 C -3.96497 5.78188 -4.68562  C70 1.557, H164 1.093, H197 1.084, H215 1.099
48 C 3.49994 -4.15616 0.53218  C56 1.552, C72 1.519, H155 1.088, H186 1.098
49 C 7.44609 -0.74741 0.07753  N13 1.455, C76 1.558, C82 1.563, C86 1.526
50 C -5.63651 -1.93847 6.87143  C39 1.533, H120 1.093, H132 1.090, H154 1.094
51 C -8.05124 0.02384 0.60482  C55 1.555, H100 1.088, H122 1.086, H228 1.095
52 C -2.38864 2.14061 -5.66905  C43 1.557, C87 1.521, H189 1.091, H207 1.093
53 C -7.48398 4.58592 -0.40413  C46 1.528, H109 1.093, H179 1.096, H211 1.089
54 C -3.87212 -0.66911 5.57345  C39 1.507, C81 1.534, H117 1.097, H133 1.090
55 C -7.15871 1.13984 1.21910  N18 1.488, C27 1.555, C34 1.537, C51 1.555
56 C 4.24508 -5.51661 0.46823  N15 1.493, C35 1.568, C40 1.496, C48 1.552
57 C -3.71569 0.30589 8.31331  N10 1.462, C31 1.548, C41 1.538, C42 1.547
58 C -2.34742 4.06376 -4.04266  C70 1.535, C87 1.545, H125 1.088, H178 1.091
59 C 6.03850 6.48368 -0.99098  C30 1.546, H92 1.094, H193 1.089, H229 1.090
60 C -1.17188 1.00856 2.88172  N16 1.436, H97 1.089, H114 1.093, H172 1.104
61 C 0.77028 -2.24712 -3.72491  C65 1.544, C78 1.500, H116 1.098, H230 1.103
62 C 7.38900 -1.25849 2.57362  N13 1.479, C24 1.548, C26 1.540, C44 1.539
63 C 1.90165 4.56514 -2.03949  C25 1.561, H128 1.092, H145 1.096, H152 1.092
64 C -0.71583 -1.37115 3.21689  N16 1.450, H107 1.090, H121 1.096, H159 1.091
65 C -0.21348 -3.18871 -4.45265  N19 1.454, C61 1.544, C71 1.516, C79 1.545
66 C -7.63141 2.97646 2.99897  C27 1.511, C68 1.526, H192 1.098, H203 1.099
67 C 4.80632 4.33270 -0.40170  C30 1.541, H137 1.090, H160 1.090, H202 1.091
68 C -7.79269 3.99640 1.87589  C46 1.529, C66 1.526, H130 1.091, H135 1.093
69 C 2.56814 -5.12581 -6.09517  C45 1.555, H134 1.083, H177 1.094, H222 1.095
70 C -3.84550 4.27885 -4.29642  N17 1.460, C47 1.557, C58 1.535, C74 1.564
71 C -1.02437 -2.35850 -5.42861  C65 1.516, H181 1.096, H199 1.096, H209 1.092
72 C 2.17724 -4.35562 1.25199  C48 1.519, C75 1.546, H162 1.097, H187 1.088
73 C -5.49837 4.04468 0.91199  C46 1.546, H173 1.096, H176 1.088, H232 1.095
74 C -4.66815 3.95190 -3.00645  C70 1.564, H142 1.095, H175 1.086, H216 1.088
75 C 1.26021 -5.44491 0.65009  C21 1.538, C72 1.546, H106 1.091, H235 1.091
76 C 5.95004 -0.71360 -0.35720  C49 1.558, H104 1.093, H110 1.094, H144 1.096
77 C 1.70501 -6.02773 -3.88841  C45 1.559, H168 1.094, H170 1.092, H205 1.092
78 C 1.93242 -2.88490 -3.02333  C37 1.525, C61 1.500, H102 1.092, H225 1.096
79 C -1.17027 -3.76124 -3.38365  C65 1.545, H91 1.093, H113 1.095, H118 1.095
80 C 1.89094 6.81098 -3.18210  C25 1.516, H182 1.093, H213 1.092, H236 1.091
81 C -2.65926 -1.03291 6.43901  C41 1.553, C54 1.534, H157 1.090, H219 1.089
82 C 8.05520 -2.17472 -0.10478  C33 1.509, C49 1.563, H139 1.093, H167 1.088
83 C 1.86377 -7.34706 2.11067  C21 1.538, H138 1.093, H148 1.090, H218 1.100
84 C -0.46705 0.98617 -1.60033  N14 1.473, H143 1.093, H184 1.090, H237 1.091
85 C 5.60584 4.83015 -2.71089  C30 1.541, C36 1.537, H95 1.093, H224 1.091
86 C 8.29649 0.12467 -0.84156  C49 1.526, H101 1.092, H112 1.090, H180 1.094
87 C -1.99664 2.57566 -4.26482  C52 1.521, C58 1.545, H96 1.094, H206 1.098
88 C 3.47066 5.09208 -3.93070  C25 1.530, C36 1.489, H156 1.097, H198 1.097
89 H 8.35517 -1.40158 4.63569  C26 1.093
90 H 1.63474 -8.79626 -0.09574  C20 1.086
91 H -1.99909 -4.34333 -3.79576  C79 1.093
92 H 5.63281 7.00748 -0.12055  C59 1.094
93 H -2.80775 1.29011 -0.93399  C29 1.093
94 H -3.46818 2.51343 8.30983  C31 1.094
95 H 6.05671 5.59502 -3.34876  C85 1.093
96 H -2.38729 1.92187 -3.47982  C87 1.094
97 H -1.45421 1.77831 2.16523  C60 1.089
98 H -3.56203 -1.73273 8.93513  C42 1.093
99 H -7.22396 -0.03637 5.87429  C32 1.091
100 H -8.11298 -0.75079 1.36629  C51 1.088
101 H 9.31792 0.22776 -0.46847  C86 1.092
102 H 2.53532 -2.10141 -2.56046  C78 1.092
103 H 6.06512 -5.79250 1.81353  C35 1.089
104 H 5.33267 -1.45183 0.16046  C76 1.093
105 H -2.23621 1.06542 6.88705  C41 1.089
106 H 0.88268 -5.29282 -0.36194  C75 1.091
107 H -0.14486 -2.17855 2.75757  C64 1.090
108 H 7.66267 0.05987 4.24340  C26 1.094
109 H -8.52739 4.35143 -0.63159  C53 1.093
110 H 5.47335 0.25762 -0.19759  C76 1.094
111 H -5.17497 1.36738 2.07307  C34 1.088
112 H 8.39742 -0.28437 -1.84688  C86 1.090
113 H -0.60377 -4.35050 -2.65520  C79 1.095
114 H -1.94797 0.97105 3.64980  C60 1.093
115 H -2.80559 0.08928 0.39423  C29 1.090
116 H 1.01176 -1.27972 -4.18532  C61 1.098
117 H -3.90590 -1.56580 4.94232  C54 1.097
118 H -1.68761 -3.07066 -2.70938  C79 1.095
119 H -6.16120 3.00066 -5.42137  O2 0.971
120 H -4.93552 -2.45843 7.52997  C50 1.093
121 H -1.75776 -1.69376 3.32476  C64 1.096
122 H -8.95184 0.45434 0.17694  C51 1.086
123 H 8.14898 1.43385 1.70621  O8 0.963
124 H 0.92853 2.29808 0.39907  C23 1.086
125 H -1.66851 4.62803 -4.67906  C58 1.088
126 H 4.06499 -8.12761 1.20142  O5 0.974
127 H 2.62994 1.97058 0.75420  C23 1.093
128 H 1.04946 4.23037 -2.63548  C63 1.092
129 H 3.57781 -4.19149 -3.48867  C37 1.094
130 H -8.82571 4.24556 1.62739  C68 1.091
131 H -6.23100 -0.35626 4.41724  C32 1.088
132 H -5.95062 -2.67099 6.12836  C50 1.090
133 H -3.57188 0.20923 5.00140  C54 1.090
134 H 2.19427 -5.97210 -6.65894  C69 1.083
135 H -7.41305 4.94995 2.25304  C68 1.093
136 H 5.32566 -1.99785 2.44047  C24 1.092
137 H 3.99367 4.52459 0.29830  C67 1.090
138 H 0.82470 -7.53265 2.39612  C83 1.093
139 H 7.63248 -2.50843 -1.05555  C82 1.093
140 H -8.96147 1.43451 2.45140  C27 1.093
141 H -5.44929 1.41098 -4.41598  C28 1.095
142 H -4.23689 4.70028 -2.33290  C74 1.095
143 H -0.44940 2.03684 -1.89977  C84 1.093
144 H 5.68717 -0.90053 -1.40434  C76 1.096
145 H 2.40567 3.60705 -1.87017  C63 1.096
146 H 8.90037 -2.94758 2.59618  C44 1.093
147 H -1.61328 -0.13599 8.04674  C41 1.093
148 H 2.34192 -6.73389 2.87468  C83 1.090
149 H -5.25421 2.13971 -7.44125  C22 1.093
150 H 4.29674 3.18744 -3.30055  C36 1.095
151 H 5.91992 -1.64229 4.03853  C24 1.095
152 H 1.63030 4.89119 -1.03372  C63 1.092
153 H 5.99076 -6.19093 -0.73324  C40 1.093
154 H -6.44878 -1.75692 7.58187  C50 1.094
155 H 4.03457 -3.34028 1.01422  C48 1.088
156 H 2.73211 4.57926 -4.55847  C88 1.097
157 H -2.84748 -2.02590 6.84598  C81 1.090
158 H -5.28623 0.42857 0.51102  C34 1.092
159 H -0.27898 -1.12853 4.18705  C64 1.091
160 H 5.74133 4.25050 0.15179  C67 1.090
161 H -7.57041 0.90449 3.34805  C27 1.092
162 H 2.52109 -4.83563 2.17691  C72 1.097
163 H 2.41481 -1.22304 1.87892  C38 1.089
164 H -3.43701 6.50905 -4.06278  C47 1.093
165 H -4.06524 0.42509 -4.31441  C28 1.095
166 H 5.38723 -0.31058 3.06067  C24 1.088
167 H 9.14318 -2.16954 -0.11282  C82 1.088
168 H 0.73937 -6.49436 -4.10598  C77 1.094
169 H 6.55676 -3.55885 0.84440  C33 1.092
170 H 1.69337 -5.68659 -2.85104  C77 1.092
171 H -5.73269 -0.32754 1.99407  C34 1.092
172 H -0.38703 1.59898 3.38645  C60 1.104
173 H -4.88300 3.77261 0.04725  C73 1.096
174 H 4.40487 -6.38706 2.37231  C35 1.088
175 H -5.72895 4.17636 -3.07392  C74 1.086
176 H -5.38349 5.10657 1.12080  C73 1.088
177 H 2.56612 -4.21173 -6.69576  C69 1.094
178 H -2.09506 4.22264 -2.99300  C58 1.091
179 H -6.97271 4.46919 -1.36686  C53 1.096
180 H 7.88412 1.13685 -0.88154  C86 1.094
181 H -0.53514 -1.61323 -6.06696  C71 1.096
182 H 1.28540 6.41030 -3.99936  C80 1.093
183 H 4.63215 -5.76486 -1.62019  C40 1.094
184 H 0.50916 0.57563 -1.86029  C84 1.090
185 H -4.94429 0.31739 -5.72651  C28 1.095
186 H 3.24713 -3.89690 -0.50453  C48 1.098
187 H 1.66962 -3.43256 1.52271  C72 1.088
188 H -0.66136 -5.70400 -5.16592  O6 0.971
189 H -1.96912 2.71151 -6.49824  C52 1.091
190 H -6.35788 1.50294 7.72667  O4 0.963
191 H -2.89651 -0.63285 10.08678  C42 1.087
192 H -8.22030 3.33001 3.85562  C66 1.098
193 H 6.22997 7.24006 -1.75038  C59 1.089
194 H 0.18996 -7.68674 -0.02748  C20 1.090
195 H -4.76464 -0.76325 9.80318  C42 1.088
196 H -3.69615 2.81383 -7.84679  C22 1.090
197 H -3.82540 5.86774 -5.75712  C47 1.084
198 H 3.79741 5.88772 -4.61179  C88 1.097
199 H -1.74643 -1.68650 -4.95060  C71 1.096
200 H 2.90430 -0.99866 0.10566  C38 1.092
201 H 3.33503 7.88415 -1.14902  O3 0.965
202 H 4.62194 3.40215 -0.94034  C67 1.091
203 H -6.67746 3.05384 3.54004  C66 1.099
204 H 5.32087 3.97922 -4.48473  C36 1.093
205 H 2.34355 -6.90386 -4.01614  C77 1.092
206 H -0.94467 2.27386 -4.17175  C87 1.098
207 H -2.05848 1.10597 -5.79438  C52 1.093
208 H 3.25266 -3.07007 -4.67101  C37 1.098
209 H -1.56701 -2.99408 -6.13127  C71 1.092
210 H 7.33746 -3.38136 3.01690  C44 1.095
211 H -7.38575 5.65246 -0.20605  C53 1.089
212 H 9.19815 -0.49301 3.36198  C26 1.089
213 H 1.16381 7.19008 -2.46119  C80 1.092
214 H -3.78487 1.02993 -7.64268  C22 1.086
215 H -4.97316 6.11785 -4.40525  C47 1.099
216 H -4.45015 2.95540 -2.62793  C74 1.088
217 H 3.44998 0.08344 1.26075  C38 1.092
218 H 2.29409 -8.33814 2.31514  C83 1.100
219 H -1.76522 -1.07107 5.81823  C81 1.089
220 H 4.87796 -4.70076 2.39502  C35 1.092
221 H 1.44774 -7.47492 -1.32278  C20 1.086
222 H 3.62986 -5.21713 -5.84230  C69 1.095
223 H -2.68416 1.77185 9.64525  C31 1.093
224 H 6.34944 4.10137 -2.38446  C85 1.091
225 H 1.53649 -3.48640 -2.19757  C78 1.096
226 H 8.15040 -4.04110 0.62552  C33 1.100
227 H 1.57727 2.16387 2.09111  C23 1.093
228 H -7.48806 -0.38572 -0.24012  C51 1.095
229 H 6.96440 6.01000 -0.66620  C59 1.090
230 H 0.20884 -1.72602 -2.93137  C61 1.103
231 H 5.53767 -4.46054 -0.87828  C40 1.093
232 H -4.97883 3.51839 1.71975  C73 1.095
233 H -2.50214 1.82778 0.60277  C29 1.096
234 H -4.40994 1.95144 9.65411  C31 1.092
235 H 0.48714 -5.34254 1.41329  C75 1.091
236 H 2.46187 7.67709 -3.52153  C80 1.091
237 H -1.26618 0.46810 -2.13357  C84 1.091
238 H -7.48243 1.64386 -1.48762  O7 0.963
239 H -6.00912 1.10123 5.36048  C32 1.095

## Properties
Energy (eV): -114560.691
LUMO (eV): 0.35

Mulliken atomic charge list, values in e, 99 entries: 0.4011 -0.5231 -0.4629 -0.5030 -0.5074 -0.4302 -0.2138 -0.4697 -1.1676 0.5070 0.3684 0.4675 0.4426 0.6824 0.4539 0.5760 0.3761 0.1577 0.2092 -1.7554 1.5128 -1.8678 -0.9183 -1.5117 2.0666 -2.1154 -0.9821 -1.2760 -1.2590 1.5114 -1.9908 -2.7909 1.0796 -1.8065 -1.6216 -0.5376 -1.8815 -0.0509 2.9492 -1.8690 -1.2467 -1.6927 1.3826 -1.8675 2.1664 1.5938 -2.0266 0.9104 1.8814 -1.9087 -2.0647 -1.7578 -1.2529 -1.2515 1.7092 2.2703 1.2671 -1.6915 -2.0329 -0.4744 -0.9445 1.7981 -1.7351 -0.2447 2.2569 -0.6564 -1.4155 -1.5740 -1.8773 2.1857 -2.2300 0.0560 -1.2735 -2.1643 -0.3846 -0.8599 -1.3140 0.7384 -1.7589 -2.2345 -0.3782 -1.6868 -1.9126 -1.2721 -1.2884 -2.0838 0.8599 -1.3758 0.3860 0.3652 0.5034 0.4677 0.2162 0.4223 0.4945 -0.5277 0.3613 0.3356 0.4889